[1]
68
Properties=species:S:1:pos:R:3:mulliken_charge:R:1 method="wB97M-V/def2-TZVPD" total_charge=-2 lumo_energy_ev="4.4 / 4.4" total_energy_ev=-75688.8475 relative_energy_kcal_mol=7.0 homo_ev="-1.10 / -1.74" spin_multiplicity=2 s2=0.75
Pt -0.423 0.627 0.724 0.4592
S -1.287 0.355 3.712 1.1346
S 0.588 2.059 -2.077 1.3510
O -1.797 -3.344 0.503 -0.8255
O 0.739 4.649 2.524 -0.8044
O -1.925 -0.485 4.712 -0.8305
O -0.806 2.425 -2.143 -0.7321
O -1.550 1.775 3.769 -0.5262
O -1.115 -1.321 -0.160 -0.7178
O 1.563 3.037 -2.525 -0.7641
N 2.189 -0.919 -0.457 0.1692
N -1.548 -0.196 2.254 -0.1778
N -0.490 4.392 2.214 0.7335
N 0.910 1.546 -0.610 0.5773
C -2.071 3.489 0.677 -0.2255
C 0.471 0.194 4.001 -0.6705
C 2.889 0.181 -0.082 -0.2675
C 4.756 -1.196 0.592 -0.7072
C 0.319 -1.616 -3.715 -0.7546
C 4.724 -0.340 4.313 -1.2959
C -3.111 3.811 1.527 -0.3797
C 2.258 1.461 -0.206 -0.1329
C 0.801 0.662 -3.167 0.1650
C 3.232 -0.159 4.214 0.9758
C -0.773 3.796 1.041 -0.2484
C -1.501 4.705 3.060 -0.4229
C 1.807 -0.332 -5.104 -0.5304
C -1.518 -2.156 0.712 0.2103
C -1.640 -1.656 2.155 0.0170
C 4.018 -2.292 0.256 -0.8885
C 2.703 0.991 3.628 -0.6156
C 2.356 -1.117 4.706 -0.8174
C 4.912 1.278 0.757 -0.6886
C 0.978 -0.942 4.608 -0.5995
C 4.298 2.490 0.612 -1.1021
C 2.970 2.581 0.147 -0.1975
C 0.142 -0.527 -2.876 -0.3093
C 2.725 -2.092 -0.285 -0.4828
C 1.336 1.171 3.515 0.3199
C 1.147 -1.522 -4.828 -0.3522
C -2.805 4.430 2.734 -0.5481
C 1.637 0.765 -4.268 -0.4166
C 4.206 0.096 0.427 1.0314
H 2.462 -0.259 -5.965 0.3575
H 5.158 0.347 5.046 0.3470
H 3.370 1.748 3.230 0.4457
H 4.401 -3.296 0.389 0.3894
H 2.149 1.700 -4.450 0.4407
H 0.943 2.069 3.054 0.4110
H -0.471 -0.626 -1.988 0.2743
H -1.172 5.140 3.991 0.3886
H -4.132 3.555 1.279 0.3676
H 4.822 3.400 0.879 0.3231
H -2.585 -2.022 2.560 0.2704
H 4.979 -1.357 4.614 0.3134
H 5.201 -0.137 3.353 0.1490
H -0.183 -2.546 -3.476 0.4667
H -2.202 2.972 -0.264 0.4244
H 2.751 -2.018 5.165 0.2794
H 1.287 -2.381 -5.474 0.3532
H -0.839 -2.165 2.710 0.1084
H 5.926 1.203 1.135 0.3579
H 5.759 -1.295 0.998 0.3707
H 0.291 -1.683 4.994 0.4872
H 2.482 3.544 0.094 0.4083
H 0.078 3.573 0.421 0.3243
H 2.119 -2.945 -0.580 0.4696
H -3.576 4.669 3.454 0.3602

=====

[2]
70
Properties=species:S:1:pos:R:3:mulliken_charge:R:1 method="wB97M-V/def2-TZVPD" total_charge=-2 lumo_energy_ev=4.0 total_energy_ev=-76821.4453 homo_ev=-1.15
Sr 0.435 0.826 0.662 1.5865
S -0.587 1.386 -2.098 1.0983
S -2.220 1.364 0.784 1.6787
O -1.218 2.294 1.265 -0.7470
O -0.241 1.817 -3.452 -0.8922
O -1.698 0.079 0.373 -0.4408
O -0.145 -0.014 5.156 -0.8041
O 0.126 2.131 -1.081 -0.7753
O 5.191 1.527 1.404 -0.8005
O -0.525 -0.060 -1.984 -0.1596
O -3.371 1.267 1.670 -0.7616
N 1.140 -2.784 -0.763 -0.4557
N -0.489 -1.708 2.256 -0.3289
N 2.871 1.498 1.587 0.1118
N 2.793 0.179 -0.798 0.2160
N 0.817 0.697 3.152 0.0724
C 0.154 -4.846 -3.167 -1.8880
C 1.580 2.193 4.955 -0.4420
C -1.835 -3.957 -1.869 -1.8308
C -0.525 -3.599 -2.577 2.7117
C -0.978 -0.850 3.141 0.6787
C 3.895 0.828 -0.438 0.3633
C -4.243 2.839 -3.055 -0.5295
C -4.879 2.976 -1.828 -0.5473
C -3.203 -1.663 2.847 -0.2555
C -2.689 -2.570 1.932 -0.5206
C 3.719 -0.160 -2.973 -1.2250
C 1.700 1.620 3.685 0.1417
C -2.949 2.043 -0.731 -0.2325
C 3.564 3.497 4.641 -0.6234
C 3.697 2.963 3.370 -0.4433
C -1.331 -2.537 1.665 -0.4315
C 4.036 1.334 0.981 -0.0762
C 2.791 2.027 2.866 -0.0106
C -0.028 0.025 3.917 0.0310
C -4.228 2.576 -0.672 -0.5069
C 0.385 -3.076 -1.570 -0.3472
C 4.950 1.036 -1.333 -0.6743
C 2.704 -0.286 -2.031 -0.2561
C -2.333 -0.795 3.470 -0.8580
C 4.866 0.531 -2.614 -0.1803
C 2.503 3.106 5.436 -0.6432
C -2.319 1.910 -1.948 -0.3877
C -0.786 -2.551 -3.661 -1.3233
C -2.965 2.308 -3.109 -0.5721
H -2.681 -0.062 4.182 0.4133
H 0.035 -2.513 -4.373 0.3889
H -4.736 3.160 -3.964 0.3647
H -4.264 -1.630 3.060 0.3826
H -1.702 -2.788 -4.200 0.4561
H 5.669 0.678 -3.329 0.3832
H -1.676 -4.724 -1.112 0.3769
H -0.883 -3.223 0.959 0.6064
H 4.523 3.268 2.748 0.3883
H -3.338 -3.272 1.423 0.3650
H -2.233 -3.069 -1.386 0.3235
H 0.751 1.899 5.577 0.4266
H -0.887 -1.565 -3.207 0.0866
H 4.288 4.217 5.008 0.3390
H 5.811 1.591 -0.994 0.4297
H -5.884 3.382 -1.783 0.3604
H -2.428 2.194 -4.038 0.4875
H 2.395 3.508 6.438 0.3428
H -0.477 -5.298 -3.930 0.4123
H -2.564 -4.326 -2.590 0.5246
H 1.107 -4.571 -3.616 0.4188
H -4.694 2.650 0.300 0.5346
H 1.771 -0.765 -2.286 0.7005
H 3.606 -0.580 -3.963 0.3787
H 0.355 -5.583 -2.391 0.3901

=====

[3]
74
Properties=species:S:1:pos:R:3:mulliken_charge:R:1 method="wB97M-V/def2-TZVPD" total_charge=-1 lumo_energy_ev="0.7 / 0.7" total_energy_ev=-114961.7457 relative_energy_kcal_mol=0.1 homo_ev="-5.31 / -5.30" spin_multiplicity=2 s2=0.75
Ti 1.856 0.649 0.225 0.4978
S 2.952 -1.481 -0.524 -0.4793
S -3.746 1.248 -2.954 1.1929
S 3.799 0.398 1.905 -0.4353
O 3.850 1.390 -0.841 -0.5221
O -3.470 1.172 -4.366 -0.7831
O -2.101 -2.195 5.256 -0.7323
O 1.554 2.260 1.194 -0.5487
O -2.729 -2.862 -3.133 -0.6591
O 0.612 3.197 3.009 -0.7075
O -0.708 -2.830 -3.898 -0.6212
O -2.744 1.753 -2.042 -0.4541
O -1.742 -0.127 6.135 -0.7191
N 4.567 -6.697 2.340 -0.5659
N -0.044 -0.240 -0.753 1.4269
N -1.573 -2.463 -3.137 1.0648
N 0.851 -0.128 1.883 1.3165
N 1.473 2.011 -1.483 0.6958
N 5.759 -4.264 5.436 -0.5602
N -2.087 -0.929 -1.234 0.1780
C 4.456 -5.553 2.302 -0.1511
C -3.545 -0.978 -1.212 -1.1338
C 0.920 2.229 2.362 0.5963
C 4.510 -1.914 3.177 -0.9085
C -0.248 -1.726 3.262 -1.3470
C 3.972 -1.328 2.026 0.5707
C -4.250 -0.387 -2.424 -0.9480
C 5.271 -3.836 4.487 -0.1983
C -0.185 0.562 3.923 -0.9677
C 2.399 2.208 -2.428 0.5485
C 3.637 1.387 -2.243 -0.3997
C -0.627 -0.737 4.160 0.1194
C 2.243 3.140 -3.436 -1.0204
C -1.926 0.688 0.647 -1.2087
C 0.032 -1.068 -1.834 -1.4313
C 3.757 -3.550 1.083 -0.8895
C 4.297 -4.118 2.228 0.4731
C 1.090 3.905 -3.468 -0.3845
C 0.143 3.728 -2.478 -1.0089
C -1.337 -0.151 -0.431 0.9040
C -5.219 2.202 -2.731 -0.6854
C -1.212 -1.482 -2.149 -0.7422
C -5.537 2.501 -1.270 -0.9499
C 0.380 2.777 -1.503 0.0761
C 3.592 -2.173 0.963 0.2587
C -1.608 -1.048 5.307 0.3657
C 4.679 -3.284 3.286 0.6592
C 0.515 0.830 2.772 0.3273
C 0.496 -1.391 2.147 -0.5300
H -0.336 2.616 -0.708 0.2285
H -4.117 -1.013 -3.304 0.4904
H -5.856 1.606 -0.730 0.2780
H 3.467 -4.191 0.260 0.4771
H -0.765 4.313 -2.447 0.4807
H -6.014 1.648 -3.234 0.4152
H -2.591 1.434 0.214 0.1306
H 0.955 -1.358 -2.304 0.7201
H -0.449 1.355 4.609 0.6447
H 0.942 4.641 -4.248 0.3946
H 3.026 3.267 -4.172 0.4638
H 4.477 1.820 -2.786 0.5038
H -3.861 -0.480 -0.303 0.5312
H -0.577 -2.741 3.439 0.5393
H 0.790 -2.127 1.409 0.6891
H 4.410 0.642 -0.567 0.3756
H -6.347 3.228 -1.210 0.4126
H -4.667 2.914 -0.763 0.1914
H 4.803 -1.278 4.002 0.4940
H -2.480 0.082 1.366 0.5746
H -5.316 -0.320 -2.203 0.6760
H -1.146 1.198 1.194 -0.2968
H -3.845 -2.019 -1.149 0.4128
H -5.007 3.102 -3.314 0.4130
H 3.479 0.362 -2.594 0.1813

=====

[4]
64
Properties=species:S:1:pos:R:3:mulliken_charge:R:1 method="wB97M-V/def2-TZVPD" total_charge=+3 lumo_energy_ev=-12.1 total_energy_ev=-82761.7030 relative_energy_kcal_mol=0.0 homo_ev=-17.04
W -18.637 -3.240 -0.386 0.7282
S -20.293 -5.168 0.090 -0.3775
S -17.085 -1.728 -1.538 -0.4207
P -19.537 -5.458 -1.869 1.0869
P -17.965 -2.745 -3.177 1.1470
O -19.005 -2.152 1.629 -0.7031
O -16.275 -4.056 3.057 -0.3723
O -20.236 -2.090 -0.525 -0.3513
O -21.825 -0.587 0.108 -0.4707
O -17.264 -4.121 0.983 -0.5467
C -19.252 -1.935 -4.092 0.8340
C -14.630 -3.684 -6.247 -0.5440
C -18.504 -6.890 -2.034 0.6970
C -20.767 -1.165 0.297 0.6472
C -18.589 -4.054 -2.134 0.4031
C -19.042 -8.086 -2.501 -0.3867
C -20.083 -0.994 -3.469 -0.4620
C -21.179 -0.445 -4.158 -0.7288
C -16.288 -2.066 -5.439 -0.3458
C -18.151 -9.145 -2.687 -0.6934
C -21.439 -0.781 -5.478 -0.6616
C -19.514 -2.271 -5.416 -0.4227
C -15.754 -4.093 -4.128 -0.3151
C -16.620 -2.937 -4.367 0.5927
C -20.569 -1.736 -6.079 -0.5865
C -20.921 -5.518 -3.031 0.5700
C -18.028 -2.572 2.706 -0.3311
C -16.800 -9.036 -2.609 -0.5871
C -17.105 -6.809 -1.726 -0.4148
C -17.189 -3.675 2.199 0.5034
C -23.048 -5.972 -4.804 -0.6415
C -21.790 -6.430 -5.070 -0.7847
C -14.751 -4.412 -5.043 -0.6428
C -20.691 -6.169 -4.230 -0.4957
C -22.233 -5.154 -2.725 -0.5149
C -23.273 -5.462 -3.541 -0.5901
C -15.403 -2.502 -6.417 -0.5598
C -16.238 -7.807 -2.190 -0.6131
C -19.861 -0.943 1.533 -0.4100
H -22.229 -0.353 -6.073 0.4906
H -16.750 -5.979 -1.081 0.2723
H -20.110 -8.195 -2.713 0.5711
H -13.806 -3.893 -6.919 0.4101
H -19.290 -0.065 1.261 0.2924
H -14.069 -5.250 -4.903 0.4145
H -15.266 -1.931 -7.321 0.4383
H -22.482 -4.714 -1.771 0.2844
H -15.143 -7.665 -2.086 0.4282
H -18.866 -2.953 -5.938 0.4986
H -17.416 -1.761 3.047 0.4938
H -23.895 -6.142 -5.454 0.4812
H -20.757 -2.194 -7.043 0.4324
H -16.170 -9.865 -2.889 0.4679
H -21.579 -6.961 -6.050 0.3621
H -15.876 -4.667 -3.158 0.0548
H -20.302 -0.765 2.497 0.4496
H -24.263 -5.307 -3.110 0.4239
H -16.722 -1.060 -5.519 0.4753
H -20.009 -0.758 -2.448 0.4519
H -18.568 -10.091 -2.872 0.4839
H -19.732 -6.544 -4.458 0.8389
H -15.738 -4.843 2.757 0.4339
H -18.513 -3.065 3.534 0.4163
H -21.866 0.222 -3.577 0.3986

=====

[5]
111
Properties=species:S:1:pos:R:3:mulliken_charge:R:1 method="wB97M-V/def2-TZVPD" total_charge=0 lumo_energy_ev=-1.1 total_energy_ev=-3611523.1381 homo_ev=-8.52
Br -7.786 -2.950 5.435 -0.0599
Br -0.345 -3.149 -6.981 -0.0213
Br 3.057 1.415 -2.205 0.1145
Br 6.263 -5.346 -4.848 -0.0041
Br 5.877 -4.443 -1.819 -0.0924
Br 1.068 -0.484 1.538 0.1432
Br 1.838 -8.973 3.704 -0.0047
Br 4.276 6.512 1.572 0.0081
Br 0.563 7.816 1.431 -0.0311
Br -2.139 1.430 -9.088 -0.0367
Br 4.312 5.550 4.596 -0.0440
Br 0.209 10.966 1.739 -0.0499
Br 3.315 -1.569 -0.459 0.0041
Br 6.798 4.940 2.707 -0.0185
Br 5.957 -2.254 -4.123 -0.0379
Br -4.284 5.064 6.683 0.1192
Br 11.314 -9.498 -5.528 -0.0346
Br 9.301 -7.541 -4.029 0.0192
Br 5.101 3.193 -3.890 -0.0281
Br 3.448 -8.596 -0.681 -0.0299
Br 1.604 -3.511 -4.491 0.0639
Br 2.243 -2.052 -9.443 0.0257
Br -7.020 -3.960 2.517 -0.0013
Br -6.315 2.791 8.411 -0.0454
Br -4.142 -7.492 -3.085 -0.0347
Br 0.327 -1.240 -1.449 0.1018
Br 0.873 0.809 -8.289 -0.0288
Br 8.452 -10.542 -4.625 -0.0597
Br -7.309 -0.846 3.091 0.0184
Br -4.728 0.478 -4.351 -0.0273
Br -3.196 -2.166 -3.466 0.0248
Br 0.699 3.339 0.231 0.1384
Br 0.201 -0.697 -5.070 0.3307
Br -3.819 -6.349 -6.038 -0.0179
Br -1.548 6.414 7.440 -0.0344
Br 3.505 0.785 -5.258 0.0106
Br 1.867 -5.177 -8.998 -0.0275
Br -4.286 7.761 8.363 -0.0545
Br -1.909 2.667 -1.464 -0.0118
Br -6.235 0.199 6.579 0.0835
Br 2.816 -11.900 2.933 -0.0085
Br 0.033 9.080 4.289 -0.0339
Br -3.515 1.505 7.553 -0.0090
Br -1.717 -5.558 -3.793 0.0167
Br 4.947 -9.638 3.612 -0.0016
Br 3.176 -7.352 -3.597 0.0320
Br -1.079 2.218 -6.201 0.0005
Br -4.632 -0.353 -1.274 -0.0162
Br 4.688 -4.028 -9.921 -0.0048
Br 5.706 -9.126 -2.872 0.0711
Br 0.469 4.339 -2.780 -0.0693
O 1.439 4.200 2.970 0.0427
O 0.510 5.725 4.523 -0.6271
O -1.998 6.315 3.143 -0.5262
O -2.948 1.312 2.190 -0.7089
C 3.217 -10.021 2.870 0.6179
C -3.864 3.283 3.133 0.3428
C 5.476 -4.056 -3.668 0.4111
C -7.922 -2.613 3.547 -0.2981
C -5.906 4.916 3.969 -0.2605
C -3.590 4.617 3.430 0.6272
C -5.361 1.172 7.987 -0.3694
C 2.778 -3.820 -10.006 -0.3484
C -2.208 5.128 3.290 -0.1051
C -0.397 1.758 3.040 -0.3782
C -6.184 3.592 3.638 -0.5632
C 0.927 -2.299 -5.831 -0.1739
C -1.376 2.855 3.025 0.9159
C 5.373 6.163 3.110 -0.3620
C -0.008 2.965 -1.512 0.2866
C 1.462 -1.631 0.049 -0.5367
C -5.150 2.765 3.214 -0.8825
C 9.911 -9.353 -4.225 -0.3105
C -4.625 5.439 3.856 -1.0534
C 0.044 1.340 4.258 -0.7342
C -3.713 -0.382 -2.962 0.1954
C -3.547 -6.017 -4.164 -0.2528
C -1.097 4.143 3.286 0.1330
C -2.764 2.382 2.716 0.2869
C -0.942 0.969 -7.659 -0.2422
C 3.479 2.170 -3.924 -0.2407
C -0.303 9.235 2.400 -0.3238
C -3.360 6.113 8.005 -0.3492
C 4.387 -7.900 -2.211 0.1705
B 0.336 4.708 3.599 1.1810
H 5.823 7.099 3.406 0.3714
H -1.366 9.128 2.239 0.3668
H 1.251 -2.646 0.353 0.4212
H -4.414 6.466 4.108 0.5680
H -0.007 1.363 2.106 -0.1916
H -4.152 -5.162 -3.899 0.2182
H 2.241 4.567 3.368 -0.1550
H 4.913 -7.015 -1.884 -0.1778
H -8.969 -2.661 3.289 0.3483
H -6.705 5.549 4.329 0.4463
H -0.065 0.317 4.597 0.3757
H 2.680 2.850 -4.184 0.1543
H 1.765 -2.006 -6.451 0.1786
H -5.371 0.553 8.871 0.3387
H 0.445 2.047 -1.856 -0.3167
H -2.804 0.190 -2.834 -0.2257
H 10.321 -9.660 -3.274 0.3567
H 0.550 6.575 4.064 -0.0271
H 3.248 -9.736 1.830 -0.6395
H -3.336 5.556 8.930 0.3461
H 4.404 -4.135 -3.785 -0.3552
H 2.488 -3.939 -11.039 0.3536
H -1.238 -0.004 -7.288 0.1693
H -5.347 1.736 2.954 0.5946
H 0.459 2.082 4.934 0.1277
H -7.197 3.227 3.723 0.4426

=====

[6]
66
Properties=species:S:1:pos:R:3:mulliken_charge:R:1 method="wB97M-V/def2-TZVPD" total_charge=-1 lumo_energy_ev="2.4 / 1.2" total_energy_ev=-155282.5425 homo_ev="-3.04 / -4.86" spin_multiplicity=5 s2=6.02
Ir 0.135 -0.307 1.351 0.9479
Br 0.486 -0.390 8.215 -0.2609
S 1.032 -0.739 -2.089 -0.3071
S -1.997 -1.334 1.178 -0.5749
S 2.178 -0.978 0.398 -0.2911
S -0.721 -4.440 -1.791 1.1397
O -1.821 -4.624 -0.891 -0.6038
O 0.103 -5.576 -2.099 -0.6979
N 1.581 1.996 1.269 1.5236
N 0.224 -3.171 -1.328 -0.4666
N -1.145 1.398 0.219 1.3060
C -0.887 0.010 4.313 0.1121
C 4.982 2.565 -0.160 -0.8254
C 3.193 0.434 0.201 0.8725
C -1.999 0.677 -0.715 -0.1440
C 0.773 2.963 0.518 -1.7474
C 0.372 -0.362 6.308 0.1351
C -2.460 -0.599 -0.349 0.9077
C -1.981 2.071 1.226 -1.2420
C 3.755 2.765 0.447 -0.3958
C -1.834 -2.101 -5.448 -0.6504
C 1.485 -0.693 5.555 -0.6385
C -3.664 -0.724 -2.450 -0.5437
C 0.183 -2.210 -2.198 0.6242
C 5.318 1.292 -0.606 -0.6274
C -3.292 -1.283 -1.238 -0.7730
C -1.299 -3.696 -3.294 -0.0060
C -0.697 -2.461 -3.389 0.3839
C 1.388 -0.648 4.168 -0.2722
C 4.434 0.248 -0.426 -0.6740
C -2.376 1.231 -1.931 -0.4487
C -3.208 0.536 -2.801 -1.0232
C 0.210 -0.290 3.498 -0.1125
C 1.764 2.409 2.662 -1.4461
C -0.821 -0.014 5.702 -0.6995
C -0.229 2.333 -0.435 -0.7560
C 2.848 1.722 0.628 -0.9711
C -2.181 -4.167 -4.241 -0.6606
C -0.954 -1.644 -4.475 -0.4334
C -2.446 -3.347 -5.333 -0.4749
H -0.781 3.164 -0.898 0.4363
H 0.260 3.611 1.231 0.6103
H 0.291 1.787 -1.224 0.3268
H -2.019 2.209 -2.222 0.2323
H -3.610 -2.282 -0.968 0.4001
H -0.489 -0.670 -4.544 0.4185
H -3.478 0.978 -3.752 0.3868
H -3.133 -3.679 -6.101 0.3861
H 2.411 -0.976 6.040 0.3987
H 2.272 -0.905 3.590 0.3376
H -2.522 2.915 0.776 0.2738
H -2.649 -5.137 -4.138 0.4296
H 3.491 3.757 0.795 0.3744
H -2.692 1.348 1.621 0.4163
H -1.839 0.260 3.854 0.2677
H 5.668 3.393 -0.285 0.3776
H 1.410 3.616 -0.091 0.4364
H 2.217 3.408 2.743 0.3447
H 6.270 1.116 -1.092 0.3731
H -4.289 -1.288 -3.133 0.3924
H 0.801 2.403 3.170 0.3601
H 4.683 -0.748 -0.769 0.4897
H -2.055 -1.477 -6.305 0.3893
H 2.401 1.689 3.170 0.3630
H -1.687 0.230 6.305 0.4055
H -1.367 2.424 2.053 0.1879